Here is an isolated ion of composition C5H11N2 and charge +1 in a non-equilibrium geometry from the Open Molecules 2025 dataset. Energies are from ωB97M-V with the def2-TZVPD basis set.

Output
electronic energy = -306.2330 Ha
LUMO = -4.566 eV
net charge = +1
energy relative to the best compared isomer or geometry (same formula, charge and spin) = 94.4 kcal per mole
maximum force = 1.48 eV Å⁻¹
HOMO level = -12.044 eV
gap between HOMO and LUMO = 7.478 eV

Each line ends with the natural charge from an NBO analysis.
Cartesian coordinates (Å):
C (1.68927, -0.51182, -0.72446)  -0.216
C (0.82529, 0.80363, -0.48745)  -0.461
C (-0.62345, 0.41339, -0.15025)  0.123
C (-1.59134, 0.21226, -1.04535)  -0.428
C (-1.73098, 1.08067, 1.72329)  0.332
N (-0.83115, 0.27923, 1.27231)  -0.728
N (1.16003, -1.58221, 0.23513)  -0.697
H (2.73444, -0.51290, -0.41202)  0.225
H (1.67579, -0.69732, -1.79188)  0.246
H (1.20569, 1.30488, 0.40265)  0.239
H (0.92420, 1.46080, -1.35580)  0.255
H (-1.56134, 0.35330, -2.12525)  0.234
H (-2.57018, -0.10975, -0.69014)  0.214
H (-2.79238, 0.81547, 1.63137)  0.145
H (-1.55474, 2.13415, 1.99638)  0.157
H (1.84789, -1.90011, 0.91872)  0.440
H (0.75916, -2.40946, -0.20863)  0.447
H (0.43381, -1.13419, 0.81136)  0.473

Force components x, y, z for each atom (eV/Å):
0.0 1.1 0.9
0.6 -1.0 0.4
0.8 0.1 -0.9
-0.6 -0.2 0.2
0.0 -0.7 -1.1
-0.6 1.3 -0.2
-0.5 -0.2 -0.2
0.0 1.0 -0.3
-0.4 -1.1 0.1
0.1 0.2 -0.2
-0.1 -0.2 0.1
0.6 0.1 0.3
0.2 0.1 0.0
-0.2 -0.1 0.7
0.3 -0.2 0.6
0.3 0.0 -0.4
-0.1 0.1 -0.1
-0.4 -0.2 0.0